ORCA calculation (ωB97M-V/def2-TZVPD) on a 3-piece molecular cluster, CHO6S overall.

Output
Calculated total energy   -24171.476 eV
Total charge   -1
Strongest force on any atom   0.0274 Eh/bohr

Structure (XYZ):
```
9
CHO6S, DFT ωB97M-V/def2-TZVPD
C 2.473 1.405 -0.020
O 2.406 1.719 1.084
O 2.752 1.241 -1.126
O 0.699 0.072 -0.054
O 0.834 -2.320 0.411
O -3.278 -0.331 -0.481
O -2.728 -1.091 0.570
S 0.111 -1.259 -0.270
H -3.269 0.563 -0.113
```

=====

ORCA calculation (ωB97M-V/def2-TZVPD) on a 9-piece molecular cluster, C3H23NO9 overall.

Output
SMILES   CCC(N)=O.O.O.O.O.O.O.O.O
Calculated total energy   -23399.643 eV
Strongest force on any atom   0.1881 Eh/bohr

Structure (XYZ):
```
36
C3H23NO9, DFT ωB97M-V/def2-TZVPD
C -2.378 -1.997 0.166
C -1.395 -1.337 -0.837
C -0.732 -0.097 -0.545
N 0.070 -0.150 0.601
O -0.691 1.005 -1.075
H -3.185 -1.234 0.567
H -2.814 -2.809 -0.258
H -1.833 -2.115 1.220
H -2.009 -1.195 -1.747
H -0.727 -2.169 -1.153
H 0.044 -1.024 1.096
H 0.675 0.623 0.911
H 1.563 0.133 3.024
H 0.387 0.817 3.014
O 1.294 1.055 3.244
H -3.740 1.053 0.645
H -3.281 2.532 0.621
O -4.008 1.993 0.428
H 2.607 -1.586 1.270
H 1.921 -2.105 2.524
O 2.150 -1.382 2.045
H -3.037 0.823 -3.720
H -1.932 1.086 -2.814
O -2.181 0.371 -3.486
H 2.859 1.321 -1.073
H 3.060 2.640 -1.737
O 3.494 1.847 -1.276
H 1.332 2.988 1.218
H 1.012 4.290 1.427
O 1.134 3.701 0.661
H 3.568 -1.601 -2.265
H 2.246 -0.864 -2.870
O 2.600 -1.427 -2.296
H -0.476 -3.420 2.466
H -0.762 -4.392 1.408
O -0.162 -3.683 1.670
```

=====

ORCA calculation (ωB97M-V/def2-TZVPD) on C40H47FeN6O5SSe2 as an isolated structure.

Output
Calculated total energy   -237330.660 eV
Expectation value of S²   8.8360
Spin multiplicity   6
Strongest force on any atom   0.0592 Eh/bohr

Structure (XYZ):
```
102
C40H47FeN6O5SSe2, DFT ωB97M-V/def2-TZVPD
Fe 0.163 -0.062 -0.479
O -3.464 0.146 2.846
C -4.756 0.078 2.305
C -4.665 0.249 0.785
C -6.108 0.245 0.224
O -6.185 0.379 -1.165
C -3.984 1.576 0.463
Se -1.968 1.432 0.413
C -3.892 -0.905 0.152
Se -1.943 -0.872 0.608
H -3.498 -0.067 3.783
H -5.387 0.883 2.717
H -5.226 -0.888 2.535
H -6.687 1.034 0.728
H -6.573 -0.719 0.441
H -5.844 1.245 -1.417
H -4.261 2.344 1.186
H -4.251 1.935 -0.536
H -3.979 -0.861 -0.938
H -4.258 -1.874 0.494
S 2.564 0.283 -0.740
C 2.965 -1.305 -0.116
N 4.264 -1.547 -0.045
N 4.794 -2.691 0.397
C 4.413 -3.599 1.354
C 3.445 -3.323 2.328
C 3.105 -4.278 3.266
C 3.737 -5.511 3.279
C 4.739 -5.774 2.355
C 5.079 -4.834 1.405
N 2.028 -2.186 0.137
N 0.758 -1.963 -0.183
C 0.009 -3.118 -0.074
C 0.403 -4.165 0.777
C -0.372 -5.296 0.910
C -1.555 -5.432 0.200
C -1.919 -4.439 -0.696
C -1.152 -3.300 -0.842
H 5.683 -2.879 -0.057
H 2.970 -2.358 2.341
H 2.337 -4.058 3.995
H 3.459 -6.260 4.004
H 5.252 -6.725 2.378
H 5.857 -5.056 0.687
H 1.325 -4.064 1.327
H -0.043 -6.078 1.577
H -2.167 -6.313 0.313
H -2.803 -4.561 -1.305
H -1.389 -2.574 -1.608
C 0.397 0.339 3.862
C 1.009 -0.198 2.578
O 0.523 0.525 1.455
H 0.792 -0.200 4.719
H -0.682 0.216 3.816
H 0.622 1.397 3.962
H 0.702 -1.238 2.427
H 2.104 -0.146 2.608
H 0.906 1.422 1.459
C 2.485 3.238 4.044
O 1.626 3.233 2.927
C 2.185 3.568 1.701
C 3.538 3.503 1.435
C 4.025 3.874 0.192
C 3.158 4.359 -0.767
C 1.809 4.456 -0.502
C 1.282 4.016 0.714
N -0.067 4.071 1.004
C -1.100 4.134 0.102
C -0.977 3.794 -1.267
C -1.687 4.497 -2.253
C -1.477 4.266 -3.591
C -0.529 3.326 -3.987
C 0.127 2.554 -3.047
C -0.133 2.702 -1.683
O 0.294 1.865 -0.777
H 1.839 3.230 4.923
H 3.107 4.139 4.060
H 3.127 2.349 4.071
H 4.224 3.148 2.187
H 5.079 3.790 -0.006
H 3.533 4.674 -1.728
H 1.148 4.883 -1.236
H -0.303 4.052 1.988
H -1.954 4.718 0.426
H -2.384 5.261 -1.931
H -2.024 4.835 -4.330
H -0.319 3.180 -5.035
H 0.840 1.800 -3.344
C -0.755 -0.367 -6.548
C -0.625 -0.395 -5.059
C -1.595 0.146 -4.222
C -1.401 0.122 -2.854
N -0.320 -0.400 -2.277
C 0.602 -0.946 -3.069
C 0.489 -0.962 -4.442
H -1.800 -0.373 -6.845
H -0.250 -1.219 -6.998
H -0.300 0.543 -6.943
H -2.487 0.597 -4.628
H -2.143 0.541 -2.182
H 1.457 -1.388 -2.578
H 1.266 -1.421 -5.033
```

=====

ORCA calculation (ωB97M-V/def2-TZVPD) on C33H26Br2N5ORhS as an isolated structure.

Output
Calculated total energy   -198048.530 eV
Expectation value of S²   6.0632
Total charge   +2
Spin multiplicity   5
Strongest force on any atom   0.0204 Eh/bohr

Structure (XYZ):
```
69
C33H26Br2N5ORhS, DFT ωB97M-V/def2-TZVPD
Rh -1.122 0.400 0.309
Br -0.608 -6.170 -2.073
C -0.103 -4.362 -2.003
C -0.452 -3.441 -2.883
C -1.224 -1.501 -1.783
N -1.055 -2.057 -0.447
C 0.300 -2.495 -0.311
C 0.850 -3.880 -0.971
C 0.806 -2.194 1.075
C 1.816 -2.926 1.680
C 2.248 -2.573 2.950
Br 3.667 -3.505 3.759
C 1.622 -1.525 3.606
C 0.633 -0.842 2.925
N 0.247 -1.127 1.681
H -1.095 -3.604 -3.738
H -2.186 -1.787 -2.218
H 1.159 -4.651 -0.274
H 2.273 -3.774 1.192
H 1.895 -1.250 4.615
H 0.137 -0.012 3.414
C -3.648 3.769 -0.836
C -3.283 3.933 -2.169
C -2.387 3.063 -2.754
C -1.857 2.017 -1.994
C -2.172 1.890 -0.612
C -3.081 2.766 -0.050
C -1.163 0.856 -2.521
C -0.606 0.758 -3.817
C 0.270 -0.204 -4.337
C 0.636 -1.406 -3.755
C 1.782 -2.235 -4.088
C 2.341 -3.079 -3.178
C 1.995 -3.026 -1.710
C 1.068 -1.867 -1.485
C -0.021 -2.014 -2.570
N -1.148 -0.086 -1.568
H -4.387 4.425 -0.395
H -3.725 4.726 -2.757
H -2.132 3.166 -3.801
H -3.381 2.697 0.987
H -0.762 1.631 -4.438
H 0.768 0.073 -5.260
H 2.211 -2.161 -5.082
H 3.165 -3.713 -3.483
H 2.906 -3.023 -1.109
H 1.424 -0.842 -1.401
N -2.612 4.081 6.526
C -2.399 3.486 5.567
C -2.115 2.744 4.377
C -1.248 3.264 3.415
C -0.990 2.519 2.285
N -1.521 1.301 2.088
C -2.367 0.809 3.004
C -2.693 1.496 4.156
H -0.799 4.238 3.546
H -0.355 2.897 1.496
H -2.786 -0.169 2.801
H -3.383 1.071 4.871
C 3.542 0.362 0.314
S 2.467 1.804 0.084
C 2.552 2.345 1.810
O 1.071 1.277 -0.147
H 4.533 0.732 0.576
H 3.606 -0.186 -0.624
H 3.146 -0.272 1.109
H 3.602 2.474 2.071
H 2.088 1.589 2.441
H 2.042 3.301 1.909
```

=====

ORCA calculation (ωB97M-V/def2-TZVPD) on C34H34N6SbSr as an isolated structure.

Output
Calculated total energy   -52119.353 eV
Total charge   +1
Strongest force on any atom   0.0440 Eh/bohr

Structure (XYZ):
```
76
C34H34N6SbSr, DFT ωB97M-V/def2-TZVPD
Sr -0.235 -0.421 0.045
C 1.426 0.345 -3.566
C -0.022 0.002 -3.424
C -0.747 -0.660 -4.409
C -2.086 -0.934 -4.200
C -2.684 -0.577 -3.001
C -1.897 0.061 -2.053
N -0.634 0.372 -2.287
Sb -3.143 0.311 -0.037
C -1.946 0.181 2.029
C -2.701 -0.471 2.992
C -2.114 -0.689 4.232
C -0.819 -0.268 4.460
C -0.123 0.389 3.448
C 1.288 0.863 3.604
N -0.726 0.621 2.274
C -2.955 -1.962 0.009
C -4.161 -2.649 0.048
C -4.146 -4.039 0.038
C -2.929 -4.692 -0.012
C -1.754 -3.946 -0.042
C -0.413 -4.615 -0.075
N -1.776 -2.606 -0.030
H 1.797 0.089 -4.557
H 2.021 -0.188 -2.820
H 1.581 1.410 -3.390
H -0.253 -0.954 -5.324
H -2.663 -1.444 -4.962
H -3.720 -0.828 -2.811
H -3.701 -0.833 2.789
H -2.668 -1.200 5.009
H -0.333 -0.442 5.411
H 1.544 0.998 4.653
H 1.444 1.793 3.059
H 1.980 0.130 3.180
H -5.105 -2.120 0.078
H -5.071 -4.601 0.064
H -2.869 -5.771 -0.028
H -0.511 -5.676 -0.297
H 0.084 -4.522 0.892
H 0.238 -4.161 -0.822
C 4.437 -3.601 -1.023
C 3.289 -3.722 -0.256
C 2.581 -2.592 0.130
C 2.977 -1.303 -0.259
C 4.152 -1.199 -1.023
C 4.863 -2.328 -1.391
N 2.142 -0.235 0.034
C 2.666 1.017 0.311
C 1.875 2.149 0.056
C 2.253 3.418 0.472
C 3.459 3.611 1.128
C 4.280 2.506 1.349
C 3.898 1.236 0.953
H 5.001 -4.477 -1.315
H 2.952 -4.701 0.067
H 1.720 -2.707 0.785
H 4.497 -0.219 -1.330
H 5.761 -2.213 -1.985
H 0.947 2.052 -0.505
H 1.602 4.259 0.262
H 3.767 4.599 1.444
H 5.231 2.634 1.851
H 4.543 0.391 1.160
C -2.930 5.999 0.574
N -2.392 4.742 0.070
C -1.630 4.577 -1.061
C -1.396 3.241 -1.171
N -1.995 2.588 -0.118
C -2.593 3.522 0.595
H -2.271 6.809 0.272
H -2.966 5.968 1.660
H -3.927 6.177 0.178
H -1.318 5.411 -1.665
H -0.815 2.726 -1.917
H -3.158 3.366 1.502
```

=====

ORCA calculation (ωB97M-V/def2-TZVPD) on C36H49ClGeIN3NiOS2Si3 as an isolated structure.

Output
Calculated total energy   -208124.189 eV
Expectation value of S²   3.7655
Total charge   +1
Spin multiplicity   4
Strongest force on any atom   0.0843 Eh/bohr

Structure (XYZ):
```
98
C36H49ClGeIN3NiOS2Si3, DFT ωB97M-V/def2-TZVPD
Ni 1.661 -2.197 -1.135
S 0.163 -0.509 -1.588
C -1.266 -1.315 -1.123
N -2.553 -0.715 -1.217
C -3.755 -1.221 -0.611
C -3.432 -2.188 0.489
N -2.257 -3.050 0.224
C -2.355 -4.421 0.604
C -3.677 -5.107 0.241
C -4.197 -5.002 -1.063
C -5.342 -5.768 -1.350
C -6.007 -6.504 -0.380
C -5.664 -6.338 0.938
C -4.528 -5.593 1.231
C -1.170 -2.554 -0.497
S 0.203 -3.650 -0.586
C -2.720 0.231 -2.260
C -3.079 1.636 -1.682
C -2.406 2.108 -0.559
C -2.704 3.395 0.009
C -3.507 4.303 -0.633
C -3.991 3.893 -1.911
C -3.800 2.606 -2.379
H -4.516 -1.647 -1.334
H -4.369 -0.299 -0.334
H -4.233 -2.886 0.597
H -3.227 -1.618 1.402
H -2.069 -4.624 1.664
H -1.544 -4.903 0.089
H -3.640 -4.399 -1.836
H -5.691 -5.710 -2.341
H -6.973 -6.956 -0.596
H -6.224 -6.740 1.745
H -4.258 -5.585 2.300
H -3.571 -0.066 -3.019
H -1.835 0.119 -2.965
H -1.709 1.507 -0.038
H -2.183 3.705 0.886
H -3.511 5.323 -0.322
H -4.557 4.643 -2.491
H -4.144 2.405 -3.392
Cl 8.380 -2.466 0.533
C 6.713 -1.952 0.200
C 6.528 -0.585 0.325
C 5.242 -0.015 -0.031
I 5.200 1.988 0.285
C 4.235 -0.823 -0.417
O 3.029 -0.585 -0.850
C 4.495 -2.311 -0.510
N 3.458 -3.123 -0.879
C 3.722 -4.363 -1.087
C 4.993 -4.953 -1.058
C 6.033 -4.213 -0.627
C 5.773 -2.821 -0.251
H 7.435 0.005 0.560
H 2.900 -5.000 -1.352
H 5.232 -6.021 -1.268
H 7.004 -4.896 -0.442
C 2.094 5.151 2.751
Si 0.443 4.919 1.889
C 0.049 6.317 0.626
C -0.880 4.714 3.220
Ge 1.699 0.607 -0.111
Si 1.958 2.493 -1.796
C 2.754 4.086 -1.145
C 3.135 1.643 -3.129
C 0.374 2.818 -2.692
Si 1.020 -0.084 2.005
C -0.842 -0.038 1.968
C 1.399 1.430 3.045
C 1.824 -1.685 2.518
H 2.002 5.993 3.400
H 2.928 5.395 2.040
H 2.338 4.255 3.316
H -0.480 7.124 1.197
H -0.589 5.914 -0.146
H 1.004 6.720 0.239
H -1.260 5.671 3.567
H -0.380 4.329 4.091
H -1.732 4.075 2.955
H 3.017 4.002 -0.053
H 2.050 4.855 -1.380
H 3.711 4.366 -1.627
H 2.574 0.783 -3.402
H 4.179 1.556 -2.763
H 3.089 2.381 -3.859
H -0.459 3.150 -2.019
H 0.103 2.009 -3.340
H 0.634 3.656 -3.323
H -1.165 0.855 1.510
H -1.193 0.143 3.023
H -1.404 -0.859 1.568
H 0.838 2.295 2.906
H 2.422 1.749 3.071
H 1.196 1.075 4.043
H 2.917 -1.655 2.695
H 1.564 -2.489 1.787
H 1.338 -1.894 3.443
```

=====

ORCA calculation (ωB97M-V/def2-TZVPD) on a 3-piece molecular cluster, H6O3 overall.

Output
SMILES   O.O.O
Calculated total energy   -6240.003 eV
Strongest force on any atom   0.0077 Eh/bohr

Structure (XYZ):
```
9
H6O3, DFT ωB97M-V/def2-TZVPD
O -1.063 0.644 0.170
H -2.009 0.639 0.001
H -0.773 -0.277 0.028
O 1.620 1.899 0.505
H 0.765 1.439 0.526
H 1.397 2.811 0.295
O -0.120 -2.020 -0.488
H -0.536 -2.828 -0.166
H 0.718 -2.307 -0.871
```

=====

ORCA calculation (ωB97M-V/def2-TZVPD) on C23H21F4IN4O3 as an isolated structure.

Output
Calculated total energy   -55263.445 eV
Strongest force on any atom   0.0135 Eh/bohr

Structure (XYZ):
```
56
C23H21F4IN4O3, DFT ωB97M-V/def2-TZVPD
O 0.663 -2.129 -2.349
C 0.627 -3.125 -2.976
O 0.204 -3.205 -4.242
I -1.323 -4.482 -4.543
O 1.025 -4.364 -2.486
C 2.233 -4.408 -1.816
F 2.171 -3.725 -0.663
F 3.195 -3.837 -2.567
C 2.537 -5.916 -1.551
F 3.583 -6.300 -2.309
F 2.859 -6.099 -0.253
H 1.658 -6.522 -1.789
N 2.610 0.580 0.099
C 3.472 1.595 0.052
C 4.749 1.494 -0.476
C 5.153 0.271 -0.987
C 4.267 -0.793 -0.949
C 3.011 -0.591 -0.398
H 3.116 2.538 0.455
H 5.406 2.353 -0.488
H 6.142 0.150 -1.410
H 4.545 -1.764 -1.337
H 2.283 -1.386 -0.341
N -0.531 2.855 -1.942
C 0.046 2.713 -0.747
C -0.268 3.500 0.351
C -1.227 4.488 0.209
C -1.831 4.651 -1.028
C -1.449 3.813 -2.065
H 0.791 1.930 -0.663
H 0.222 3.336 1.300
H -1.497 5.115 1.049
H -2.584 5.411 -1.189
H -1.903 3.909 -3.046
N -0.816 3.233 3.741
C -0.144 2.086 3.832
C -0.573 1.002 4.583
C -1.763 1.115 5.283
C -2.472 2.302 5.200
C -1.958 3.325 4.418
H 0.782 2.030 3.269
H 0.014 0.094 4.614
H -2.132 0.292 5.881
H -3.406 2.436 5.729
H -2.487 4.267 4.327
N -3.831 -2.799 -1.348
C -2.746 -2.142 -1.749
C -2.446 -0.838 -1.385
C -3.333 -0.177 -0.551
C -4.470 -0.845 -0.123
C -4.673 -2.149 -0.548
H -2.081 -2.703 -2.397
H -1.542 -0.359 -1.738
H -3.138 0.840 -0.238
H -5.189 -0.366 0.528
H -5.550 -2.703 -0.232
```

=====

What is the formula in the sixth record? C36H49ClGeIN3NiOS2Si3